The following is a quantum chemistry calculation of 9 unconnected molecules or ions with the total composition C27H54O25 in a non-equilibrium geometry, from the OMol25 dataset.

Positions of all 106 atoms, in Å:
C1 -11.54938 27.98154 24.67857
O1 -11.73875 27.90218 23.28198
C2 -12.65898 27.16780 22.78170
O2 -13.53673 26.62586 23.38613
O3 -12.43175 27.12085 21.43125
C3 -13.38157 26.60971 20.51174
H1 -10.99340 28.90264 24.85342
H2 -10.84046 27.18118 24.89059
H3 -12.48664 27.99319 25.23490
H4 -14.35309 27.06932 20.69340
H5 -13.29453 25.56634 20.81489
H6 -13.02992 26.68315 19.48263
C4 -12.10767 30.05027 31.96395
O4 -11.57672 29.60832 33.19898
C5 -10.34164 29.03129 33.39621
O5 -9.95726 28.72486 34.50844
O6 -9.57087 29.04087 32.31766
C6 -8.28779 28.43795 32.23968
H7 -11.79938 29.30129 31.23452
H8 -11.67546 30.95503 31.53650
H9 -13.19500 30.02984 32.03746
H10 -7.64688 29.08273 32.84100
H11 -7.78123 28.40316 31.27517
H12 -8.28661 27.45039 32.70103
C7 -12.85329 29.35136 28.29094
O7 -12.24974 28.33289 29.09112
C8 -12.31782 27.07010 28.81233
O8 -12.52221 26.56436 27.70577
O9 -12.12006 26.41064 29.96435
C9 -11.94259 25.02033 29.93449
H13 -12.50189 29.29435 27.26071
H14 -12.65168 30.38401 28.57571
H15 -13.93098 29.19979 28.35181
H16 -11.23154 24.62950 29.20664
H17 -12.91685 24.66602 29.59777
H18 -11.65279 24.68944 30.93180
C10 -4.76265 25.93390 28.58586
O10 -3.76207 26.85451 29.00092
C11 -4.13804 28.06045 29.47668
O11 -5.31685 28.31195 29.74274
O12 -3.02308 28.74354 29.71747
C12 -3.12253 30.04606 30.29290
H19 -5.51912 25.69881 29.33458
H20 -4.16613 25.06213 28.31699
H21 -5.13660 26.36684 27.65806
H22 -3.85102 30.06712 31.10343
H23 -3.50772 30.78538 29.59066
H24 -2.07690 30.24436 30.52834
C13 -6.18663 32.06707 28.98103
O13 -6.10362 31.74546 27.59624
C14 -6.05604 32.72548 26.61790
O14 -6.30829 33.97493 26.77198
O15 -5.89800 32.09165 25.35881
C15 -6.25573 32.77535 24.21418
H25 -6.23498 31.20240 29.64293
H26 -7.11284 32.57864 29.24282
H27 -5.33021 32.62223 29.36369
H28 -7.24229 33.23659 24.25947
H29 -6.25941 32.04665 23.40357
H30 -5.61345 33.65015 24.11269
C16 -10.15055 32.46048 25.27044
O16 -9.17290 31.49548 25.74265
C17 -9.34013 30.84682 26.92980
O17 -10.13167 31.19034 27.79579
O18 -8.42224 29.92597 27.10942
C18 -8.31596 29.22536 28.32281
H31 -11.05246 31.86688 25.12111
H32 -9.96823 32.81049 24.25440
H33 -10.46950 33.31031 25.87389
H34 -7.64404 28.39751 28.09632
H35 -9.27443 28.78795 28.60231
H36 -8.02045 29.85630 29.16107
C19 -16.84106 36.41272 27.29838
O19 -15.56263 35.99672 27.19067
C20 -15.30833 34.64481 26.91473
O20 -16.09454 33.85740 26.43111
O21 -14.14657 34.39766 27.31456
C21 -13.57677 33.04981 27.20083
H37 -17.59382 35.75778 27.73713
H38 -17.22397 36.55774 26.28821
H39 -16.86599 37.34958 27.85495
H40 -14.30238 32.24012 27.27822
H41 -12.87418 33.00306 28.03287
H42 -12.89561 32.81486 26.38296
C22 -6.47513 28.48115 24.64548
O22 -5.35237 28.13367 23.78361
C23 -4.05848 28.08407 24.17930
O23 -3.10278 27.90513 23.44408
O24 -3.91977 28.39436 25.44578
C24 -2.68129 28.36430 26.02056
H43 -6.45884 29.47810 25.08585
H44 -6.40409 27.85442 25.53444
H45 -7.43710 28.13348 24.26886
H46 -2.52452 28.77492 27.01801
H47 -2.00935 28.94100 25.38494
H48 -2.25118 27.36438 25.96336
C25 -15.00419 30.42526 22.78394
C26 -14.02543 31.20654 23.67759
C27 -14.19742 32.72486 23.70787
O25 -13.19110 30.63941 24.29418
H49 -15.87363 30.05601 23.32785
H50 -14.45353 29.56508 22.40320
H51 -15.32107 31.10813 21.99565
H52 -14.14634 33.12229 22.69419
H53 -13.45360 33.18452 24.35866
H54 -15.15522 32.89272 24.20035

Atomic forces in eV per Å
C 0.6 0.1 0.2
O 1.7 1.7 -0.3
C -1.1 -0.9 -1.8
O -0.8 -0.5 -0.1
O 1.1 1.8 0.5
C 0.2 -1.4 1.5
H -0.3 0.2 -0.1
H -0.5 -0.3 0.7
H 0.2 -0.4 -0.1
H -0.1 -0.3 -0.3
H -1.4 -0.5 -0.7
H 0.1 0.5 0.3
C 1.0 -1.6 -1.5
O 1.2 -0.4 1.4
C 0.3 1.1 1.5
O -0.8 -0.1 -1.4
O -1.1 0.1 -2.4
C 0.9 0.2 2.1
H -0.4 -0.1 -0.3
H -0.2 0.5 0.8
H 0.2 0.3 0.2
H 0.3 -0.2 0.2
H -1.1 0.2 -0.5
H -0.1 0.0 -0.1
C -0.6 -0.5 -1.2
O 0.5 2.4 1.2
C -0.5 -2.1 -2.1
O 0.4 0.8 2.1
O 1.0 1.3 0.0
C -1.0 -0.9 -0.7
H -0.2 -0.3 -0.1
H 0.6 -0.5 0.9
H 0.0 0.0 -0.3
H 0.3 0.5 -0.1
H 0.1 -0.8 0.4
H -0.3 0.2 -0.1
C 0.6 0.2 -0.9
O 0.7 1.1 0.7
C -1.8 -1.7 0.8
O 2.2 0.6 -0.5
O -0.8 -0.1 -0.5
C -0.2 0.1 -0.2
H 0.1 0.3 -0.1
H -0.3 -0.1 0.1
H -0.7 -0.3 0.1
H 0.5 -0.2 0.4
H 0.2 -0.1 -0.4
H -0.4 0.4 0.5
C -0.3 0.9 0.9
O 0.7 0.7 -1.8
C -2.2 3.0 -0.4
O 1.5 -5.8 -0.6
O 0.1 -0.4 4.7
C -0.5 1.7 -0.7
H 0.2 -0.8 -0.9
H 0.1 0.5 -0.5
H 0.0 0.4 -0.5
H -0.4 -0.3 0.3
H 0.4 0.3 0.0
H 0.4 -0.3 -0.7
C -1.8 -1.4 -0.1
O 0.6 -0.1 0.2
C -0.9 2.3 1.2
O 0.2 -0.5 -1.0
O 0.5 0.2 -2.0
C -0.8 -0.8 0.5
H -0.3 0.0 0.1
H 1.1 -0.2 0.3
H 0.9 -0.2 0.6
H 0.3 0.4 0.4
H -0.2 0.1 -0.1
H 0.3 0.0 -0.3
C -3.0 1.0 -1.0
O 3.0 -2.9 0.3
C -4.0 1.3 -0.7
O 0.1 0.8 0.1
O 4.3 -1.4 0.5
C 0.5 -0.1 1.1
H 0.5 -0.6 0.4
H -0.3 0.5 -0.1
H 0.2 0.0 -0.1
H -0.3 0.5 0.0
H -0.4 0.0 0.3
H -0.6 0.8 -0.7
C 0.9 -1.2 1.8
O 0.0 0.1 -0.6
C 0.7 0.8 -1.4
O -1.8 -0.3 0.5
O -2.8 0.3 1.8
C 3.5 -0.1 -0.8
H 0.0 0.3 -0.9
H 0.3 -0.2 0.3
H 0.4 0.6 -1.0
H -1.2 -0.1 0.1
H 0.2 0.2 -0.1
H -0.2 -0.2 0.3
C 0.7 0.6 0.2
C -1.9 0.9 -1.3
C 0.2 -0.8 0.5
O 1.8 -1.0 1.4
H 0.0 0.2 0.1
H -0.1 0.0 -0.2
H -0.2 -0.3 -0.2
H -0.3 0.1 0.1
H 0.2 -0.1 -0.3
H -0.3 0.3 -0.4

Output
Frontier orbital gap, Eh: 0.37419
SMILES string: COC(=O)OC.COC(=O)OC.COC(=O)OC.COC(=O)OC.COC(=O)OC.COC(=O)OC.COC(=O)OC.COC(=O)OC.CC(C)=O
E, a.u.: -2942.0646
Net charge: 0
HOMO, eV: -9.92



The following is a quantum chemistry calculation of a molecular structure, C27H54O39S6 in a non-equilibrium geometry, from the OMol25 dataset.

Positions of all 126 atoms, in Å:
C1 5.24889 -0.80790 2.57560
C2 4.00734 -1.53691 3.02552
O1 3.05759 -0.51349 2.58670
S1 3.53853 0.90509 2.99837
O2 3.01942 1.36548 4.27503
O3 3.50110 1.72925 1.79853
O4 5.12818 0.54084 3.23695
H1 5.30198 -0.60291 1.50073
H2 6.26054 -1.18487 2.87339
H3 3.97214 -1.58704 4.13057
H4 3.69444 -2.40984 2.48337
C3 1.92901 4.20296 3.25704
C4 1.18506 3.77679 1.95763
O5 0.31433 4.87558 1.73184
S2 -0.19121 5.51150 3.09664
O6 -1.49355 4.98982 3.38791
O7 -0.12251 6.91709 3.17933
O8 0.90257 4.81391 3.97286
H5 2.65007 5.00839 3.01134
H6 2.30138 3.33853 3.73481
H7 0.62549 2.82575 2.09706
H8 1.77696 3.67938 1.01859
C5 -4.41613 -2.08901 -0.17493
C6 -3.62917 -3.07259 -1.07642
O9 -3.51376 -4.32406 -0.18950
S3 -4.89839 -4.44589 0.44276
O10 -4.71834 -5.28085 1.59302
O11 -5.79257 -4.71125 -0.63076
O12 -5.15911 -2.93086 0.73920
H9 -5.07877 -1.48978 -0.79933
H10 -3.75317 -1.46959 0.41368
H11 -2.62263 -2.66096 -1.36630
H12 -4.19258 -3.35537 -1.94925
C7 1.25666 1.48277 -5.45905
C8 1.32581 3.02717 -5.59113
O13 2.73321 3.29749 -5.17926
S4 2.92881 2.49001 -3.85377
O14 2.22953 3.10915 -2.80965
O15 4.29962 2.06367 -3.71737
O16 2.01331 1.21565 -4.29776
H13 1.58715 1.07483 -6.39256
H14 0.23195 1.17694 -5.28311
H15 0.64278 3.57153 -4.95037
H16 1.28822 3.35590 -6.58859
C9 2.93597 -0.81555 -1.03497
C10 4.27878 -0.08596 -1.12540
O17 5.30381 -1.18614 -0.86486
S5 4.63476 -2.63999 -0.75428
O18 5.24879 -3.26210 0.37358
O19 4.60993 -3.19329 -2.07485
O20 3.16429 -2.07590 -0.32854
H17 2.52352 -0.93832 -2.03697
H18 2.23780 -0.31751 -0.33093
H19 4.37579 0.71366 -0.40874
H20 4.47550 0.24450 -2.14127
C11 0.20370 -0.93276 7.11460
C12 0.91987 -0.46465 5.79141
O21 1.85516 -1.55218 5.46494
S6 1.07400 -2.88880 5.79513
O22 1.90039 -3.87130 6.38038
O23 0.26186 -3.21521 4.67126
O24 0.04935 -2.34046 6.95449
H21 -0.76677 -0.43588 7.22147
H22 0.84366 -0.66766 8.00767
H23 1.47623 0.46000 5.82521
H24 0.17703 -0.48688 5.00685
C13 -2.45300 2.02733 2.71470
O25 -3.03236 0.76747 2.36429
C14 -2.65093 -0.21135 3.23551
O26 -1.92524 -0.11566 4.18749
O27 -3.20552 -1.36249 2.83953
C15 -3.13130 -2.39731 3.84021
H25 -2.55282 2.69411 1.87900
H26 -1.40117 1.88732 2.95114
H27 -2.98409 2.41154 3.57657
H28 -3.60804 -3.28484 3.42762
H29 -3.74136 -2.09676 4.68976
H30 -2.10270 -2.62634 4.01602
C16 3.06723 -4.77218 -5.20426
O28 2.32613 -5.45414 -4.17744
C17 1.81004 -4.59047 -3.30297
O29 1.93316 -3.42372 -3.31986
O30 1.00787 -5.30673 -2.43977
C18 0.41473 -4.57789 -1.41264
H31 2.88139 -5.26346 -6.10555
H32 4.12833 -4.87019 -4.95795
H33 2.79023 -3.76294 -5.33530
H34 1.01163 -4.87476 -0.52976
H35 -0.59989 -4.91851 -1.23092
H36 0.41649 -3.45598 -1.58036
C19 -3.84711 1.66873 -4.81064
O31 -2.58246 1.01072 -5.04713
C20 -2.31906 0.00931 -4.21150
O32 -3.00001 -0.34940 -3.27978
O33 -1.25100 -0.56829 -4.58392
C21 -0.86081 -1.69524 -3.91146
H37 -4.65327 0.97977 -4.78460
H38 -3.93704 2.35929 -5.60411
H39 -3.75638 2.20209 -3.85943
H40 0.19830 -1.89394 -4.14790
H41 -1.37191 -2.67921 -4.16708
H42 -0.90752 -1.58068 -2.80907
C22 -5.75580 4.46602 -1.18155
O34 -4.76191 5.47481 -1.37578
C23 -3.56118 4.96341 -1.49690
O35 -3.28433 3.80250 -1.58919
O36 -2.69500 5.96061 -1.50544
C24 -1.40723 5.51353 -1.81595
H43 -6.70036 4.91425 -1.48336
H44 -5.70617 4.00009 -0.16149
H45 -5.58785 3.66818 -1.95314
H46 -0.76101 6.36345 -1.87301
H47 -1.34656 4.91779 -2.74958
H48 -0.98435 4.90765 -1.06530
C25 -0.32390 1.19469 -0.91513
O37 -0.39393 -0.20112 -0.57211
C26 0.08942 -0.54115 0.64013
O38 0.41719 0.24087 1.49902
O39 0.27838 -1.85175 0.65192
C27 0.49277 -2.39694 1.93740
H49 -0.84917 1.82083 -0.13376
H50 -0.88009 1.43678 -1.86592
H51 0.71701 1.41682 -0.99378
H52 0.12944 -1.77653 2.76306
H53 1.57496 -2.72373 2.02283
H54 0.03550 -3.37614 1.99309

Atomic forces in eV per Å
C 2.4 0.6 0.3
C 0.3 1.5 0.3
O -1.1 -0.2 0.5
S 2.1 1.7 -0.2
O 0.4 -0.6 -1.9
O -0.7 -0.7 1.7
O -1.9 -1.4 -0.5
H -0.3 -0.4 0.2
H -1.1 0.1 0.0
H -0.1 -0.4 -0.6
H 0.3 -0.5 0.0
C 0.2 0.7 -3.1
C 0.9 -0.8 -0.4
O -0.6 1.1 -0.4
S -2.2 -0.8 0.2
O 0.6 -0.6 0.0
O 1.1 0.7 -0.6
O -0.8 0.3 2.0
H 0.2 -0.8 0.2
H 0.5 -0.4 0.9
H 0.1 0.6 0.0
H -0.1 0.1 1.0
C 0.4 -0.7 -0.6
C 1.0 -0.2 0.9
O 2.3 2.3 -1.9
S -0.7 -1.2 -0.1
O -0.9 1.0 -0.6
O -0.9 -1.1 0.2
O 0.2 1.0 1.2
H -0.1 -0.1 0.3
H 0.0 0.1 0.2
H -0.9 -0.8 0.6
H -0.1 -0.2 -0.2
C -1.3 2.1 0.2
C 1.1 -0.8 0.7
O -0.8 0.1 -0.2
S 1.5 -2.1 -1.2
O -0.5 0.8 1.5
O -1.7 0.7 -0.1
O 1.0 -0.3 0.2
H 0.9 -0.8 -0.1
H -0.1 -0.2 0.0
H 0.0 0.0 0.2
H -0.2 0.4 -1.2
C -0.6 0.2 1.1
C 0.8 -2.0 -0.4
O -0.9 1.1 0.1
S -0.1 2.1 -0.5
O -0.6 -0.4 -0.5
O -0.1 -0.3 1.2
O 1.0 -0.4 -0.8
H -0.2 -0.5 0.2
H 0.5 0.0 -0.8
H 0.4 0.0 0.4
H 0.0 0.2 0.1
C 1.5 1.4 -0.1
C -0.9 -0.7 0.6
O -0.3 0.0 1.1
S -1.5 -0.2 0.5
O 0.6 0.0 -0.1
O 0.1 -0.2 -0.1
O 1.0 0.1 -0.7
H 0.1 -0.3 -0.2
H -0.6 -0.6 -0.8
H 0.1 0.0 0.1
H -0.2 0.5 -0.3
C 0.2 0.0 0.3
O 0.7 -1.2 0.9
C -0.6 -0.2 -1.2
O 0.0 0.6 0.2
O -0.3 0.4 -0.1
C -0.8 -0.3 -0.7
H -0.2 0.2 -0.4
H 0.0 0.1 0.1
H 0.1 0.3 0.1
H 0.0 0.1 -0.3
H 0.5 0.1 0.3
H 0.5 0.0 0.7
C 1.2 -0.9 1.0
O -0.1 0.7 0.0
C -1.6 -3.2 0.6
O 0.2 2.5 0.3
O 1.1 0.3 -2.2
C 0.3 1.2 1.6
H -0.3 -1.1 -1.4
H -0.1 0.3 -0.1
H -0.3 1.1 0.3
H -0.4 0.8 0.1
H -0.2 -0.1 -0.3
H 0.2 -1.4 0.2
C 1.4 0.3 1.2
O -0.3 0.1 -0.1
C -2.7 0.5 0.9
O -0.3 0.3 0.1
O 2.1 -0.1 -2.1
C 1.6 -3.2 1.8
H -0.6 -0.7 0.0
H -0.2 0.7 -0.9
H -0.3 -0.1 -0.1
H -0.4 0.4 0.0
H 0.0 1.5 0.0
H -0.1 0.1 -0.6
C -0.2 -1.3 -1.0
O -0.9 -0.1 0.5
C 0.2 0.6 0.2
O 0.2 -0.9 -0.1
O 0.0 0.2 -0.2
C 1.2 -0.1 -1.2
H 0.0 0.1 0.7
H -0.2 0.7 -0.9
H -0.1 0.5 0.9
H 0.1 0.7 -0.3
H -0.3 0.5 0.3
H 0.2 -0.9 1.2
C -1.7 0.8 0.6
O -0.4 -0.3 -0.1
C 0.6 0.8 -0.9
O -0.4 0.0 0.0
O -0.9 0.3 -0.1
C 1.7 -1.6 0.8
H 0.8 -0.7 -0.7
H 0.7 -0.9 0.9
H 0.6 0.7 -0.1
H 0.4 0.0 -0.4
H -1.0 1.1 0.1
H -0.8 0.0 -0.2

Output
Frontier orbital gap, Eh: 0.40175
E, a.u.: -6384.5291
Net charge: 0
HOMO, eV: -10.89